1.
Entry from the Open Molecules 2025 dataset: a molecular structure, C30H34N7O3PS2Ta (wB97M-V/def2-TZVPD).

The charge is +3. The value obtained for the HOMO energy is -15.48 eV. The calculation puts the HOMO-LUMO gap at 5.80 eV. For the molar mass, the calculation gives 816.70 g/mol. Its LUMO energy is -9.7 eV. As for the energy relative to the best compared isomer or geometry (same formula, charge and spin): 0.0 kcal/mol. Its total energy is -2966.6805 Eh.

Element x y z (Å)
Ta  0.067  0.149  0.010
O  3.902  0.135  1.591
C  2.965  0.211  0.848
N  1.685  -0.301  1.131
C  1.622  -1.224  2.267
C  0.466  -2.151  2.037
C  0.253  -3.288  2.799
C  -0.813  -4.113  2.490
C  -1.637  -3.788  1.417
C  -1.376  -2.637  0.709
N  -0.350  -1.821  1.022
C  3.019  0.819  -0.519
C  4.193  1.265  -1.082
C  4.173  1.659  -2.417
C  2.990  1.553  -3.133
C  1.846  1.110  -2.489
N  1.853  0.781  -1.191
H  2.564  -1.774  2.353
H  1.497  -0.686  3.215
H  0.927  -3.528  3.609
H  -0.996  -5.010  3.066
H  -2.466  -4.418  1.131
H  -1.987  -2.351  -0.136
H  5.096  1.269  -0.486
H  5.075  2.014  -2.898
H  2.943  1.807  -4.183
H  0.909  0.994  -3.019
O  -2.851  -2.179  -4.291
C  -3.616  -1.242  -3.717
C  -4.898  -1.062  -4.242
C  -5.738  -0.118  -3.700
C  -5.339  0.680  -2.616
C  -4.085  0.513  -2.092
C  -3.199  -0.448  -2.629
C  -1.889  -0.606  -2.067
O  -1.537  0.187  -1.010
N  -0.978  -1.442  -2.439
N  0.168  -1.360  -1.639
C  1.054  -2.281  -1.983
S  2.435  -2.626  -1.004
C  3.207  -3.756  -2.204
C  2.089  -4.500  -2.903
S  0.803  -3.297  -3.345
H  -1.988  -2.237  -3.854
H  -5.201  -1.678  -5.075
H  -6.726  0.009  -4.120
H  -6.015  1.414  -2.206
H  -3.761  1.119  -1.256
H  3.861  -4.426  -1.648
H  3.800  -3.164  -2.901
H  1.639  -5.261  -2.266
H  2.436  -4.965  -3.825
C  -0.690  3.207  -1.917
P  -0.160  2.840  -0.218
C  -1.498  3.585  0.747
C  1.317  3.854  0.032
H  -0.958  4.265  -1.959
H  -1.564  2.615  -2.186
H  0.104  3.040  -2.640
H  -1.628  4.615  0.408
H  -1.275  3.598  1.808
H  -2.428  3.043  0.575
H  1.053  4.901  -0.133
H  2.090  3.582  -0.686
H  1.701  3.743  1.042
N  0.587  2.039  2.813
C  -0.656  1.464  2.891
C  -1.499  1.763  3.972
C  -2.778  1.275  3.995
C  -3.223  0.474  2.936
C  -2.355  0.203  1.921
N  -1.073  0.683  1.869
H  0.878  2.535  3.644
H  1.326  1.487  2.404
H  -1.122  2.379  4.777
H  -3.432  1.509  4.824
H  -4.225  0.074  2.911
H  -2.670  -0.398  1.083


2.
Entry from the Open Molecules 2025 dataset: a molecular structure, C30H35B3Cl44FNO3 (wB97M-V/def2-TZVPD).

The value obtained for the HOMO energy is -8.51 eV. The calculation puts the HOMO-LUMO gap at 8.51 eV. For the molar mass, the calculation gives 2068.98 g/mol. Its LUMO energy is 0.0 eV. Its total energy is -21867.5406 Eh.

Element x y z (Å)
C  7.027  2.807  2.847
C  7.820  2.267  1.665
F  8.857  1.465  2.111
C  6.980  1.437  0.690
B  6.035  0.385  1.409
O  4.646  0.456  1.324
B  4.135  -0.315  2.362
O  4.480  -1.646  2.448
B  5.765  -1.735  1.951
C  6.370  -2.943  1.151
C  5.812  -3.089  -0.288
C  4.321  -3.441  -0.343
C  3.966  -4.793  0.336
C  3.040  -4.640  1.549
C  1.575  -4.386  1.113
C  0.812  -3.418  2.061
C  -0.605  -3.965  2.336
C  -1.617  -2.831  2.609
C  -3.013  -3.480  2.819
C  -4.129  -2.423  3.001
C  -5.348  -2.741  2.102
N  -5.792  -1.631  1.260
C  -6.656  -1.908  0.303
C  -6.985  -0.789  -0.339
C  -6.215  0.197  0.301
C  -5.484  -0.348  1.270
O  6.605  -0.624  2.184
H  6.846  2.016  3.579
H  6.048  3.167  2.523
H  7.583  3.634  3.286
H  8.259  3.107  1.121
H  6.344  2.053  0.050
H  7.648  0.844  0.055
H  3.433  0.159  3.193
H  7.456  -2.846  1.080
H  6.174  -3.874  1.701
H  5.933  -2.143  -0.833
H  6.426  -3.817  -0.824
H  3.738  -2.655  0.146
H  4.046  -3.518  -1.398
H  4.877  -5.359  0.551
H  3.400  -5.385  -0.393
H  3.345  -3.816  2.198
H  3.076  -5.567  2.128
H  1.039  -5.335  1.096
H  1.604  -3.915  0.127
H  1.324  -3.330  3.022
H  0.728  -2.433  1.598
H  -1.020  -4.566  1.524
H  -0.588  -4.576  3.245
H  -1.699  -2.155  1.754
H  -1.383  -2.285  3.527
H  -2.923  -4.130  3.695
H  -3.180  -4.154  1.974
H  -4.459  -2.521  4.037
H  -3.760  -1.405  2.894
H  -6.179  -2.973  2.779
H  -5.219  -3.634  1.495
H  -6.962  -2.931  0.178
H  -7.690  -0.715  -1.141
H  -6.215  1.237  0.065
H  -4.787  0.103  1.946
C  -5.773  1.540  -3.718
Cl  -6.334  0.297  -4.853
Cl  -4.194  2.134  -4.252
Cl  -6.934  2.874  -3.685
Cl  -5.645  0.847  -2.086
C  -9.220  6.107  -3.846
Cl  -9.779  4.867  -4.976
Cl  -7.641  6.709  -4.372
Cl  -10.380  7.441  -3.814
Cl  -9.077  5.414  -2.226
C  -7.020  8.305  0.465
Cl  -5.544  7.772  1.278
Cl  -7.022  7.709  -1.196
Cl  -8.429  7.666  1.322
Cl  -7.086  10.072  0.460
C  -2.054  6.205  2.557
Cl  -2.993  6.973  3.845
Cl  -2.910  4.769  1.981
Cl  -1.845  7.342  1.218
Cl  -0.470  5.738  3.184
C  2.649  7.174  5.141
Cl  1.565  7.274  6.533
Cl  4.295  7.576  5.643
Cl  2.618  5.528  4.490
Cl  2.118  8.311  3.898
C  11.136  -1.083  4.202
Cl  9.549  -1.087  3.435
Cl  12.221  -0.024  3.294
Cl  11.005  -0.490  5.872
Cl  11.792  -2.727  4.218
C  -0.847  1.040  -6.489
Cl  -2.455  0.333  -6.314
Cl  -0.380  1.052  -8.200
Cl  -0.864  2.698  -5.875
Cl  0.318  0.075  -5.577
C  -4.637  -0.833  -9.997
Cl  -5.682  -0.692  -8.576
Cl  -2.968  -0.496  -9.529
Cl  -4.750  -2.472  -10.652
Cl  -5.152  0.329  -11.225
C  -11.238  2.384  -7.818
Cl  -9.755  1.877  -6.997
Cl  -11.235  1.769  -9.474
Cl  -12.639  1.744  -6.952
Cl  -11.318  4.151  -7.844
C  7.013  -3.285  6.345
Cl  6.099  -2.860  4.890
Cl  6.017  -2.974  7.774
Cl  7.446  -4.998  6.290
Cl  8.479  -2.310  6.416
C  2.858  -4.383  -5.283
Cl  4.437  -5.076  -4.891
Cl  2.828  -2.674  -4.826
Cl  2.568  -4.531  -7.020
Cl  1.597  -5.251  -4.400


3.
Entry from the Open Molecules 2025 dataset: a molecular structure, C30H35BaO2 (wB97M-V/def2-TZVPD).

The charge is -1. The value obtained for the HOMO energy is -3.65 eV. The calculation puts the HOMO-LUMO gap at 5.66 eV. For the molar mass, the calculation gives 564.94 g/mol. Its LUMO energy is 2.0 eV. Its total energy is -1340.1668 Eh.

Element x y z (Å)
C  1.359  1.811  -2.016
C  2.464  0.915  -1.974
C  2.058  -0.314  -2.568
H  3.474  1.158  -1.622
C  0.699  -0.176  -2.975
C  0.270  1.139  -2.644
H  -0.690  1.594  -2.886
H  1.373  2.865  -1.747
H  2.700  -1.175  -2.752
H  0.119  -0.925  -3.512
C  -0.779  -1.007  3.151
C  -0.550  0.395  3.050
C  -1.622  0.958  2.299
H  0.256  0.946  3.535
C  -2.508  -0.093  1.930
C  -1.976  -1.309  2.443
H  -2.458  -2.287  2.379
H  -0.175  -1.717  3.720
H  -1.795  2.012  2.117
H  -3.469  0.039  1.433
Ba  0.220  -0.240  0.114
O  -0.410  -3.482  -1.245
C  0.749  -4.347  -1.346
C  -0.430  -4.566  -2.272
H  1.640  -3.875  -1.765
H  0.856  -5.082  -0.546
H  -0.313  -4.214  -3.305
H  -1.493  -6.160  -4.175
C  -1.738  -6.509  -3.170
C  -1.304  -5.730  -2.066
C  -1.631  -6.167  -0.765
H  -1.316  -5.578  0.099
C  -2.337  -7.357  -0.579
H  -2.584  -7.678  0.435
C  -2.719  -8.141  -1.676
H  -3.259  -9.078  -1.520
C  -2.415  -7.708  -2.976
H  -2.701  -8.317  -3.836
C  -2.613  4.691  0.645
C  -1.351  4.245  -0.105
C  -1.241  5.008  -1.424
C  -0.108  4.459  0.758
C  0.133  5.727  1.271
C  1.253  5.987  2.057
C  2.166  4.962  2.300
C  1.991  3.688  1.786
C  3.063  2.639  2.074
C  4.394  2.993  1.399
C  3.266  2.486  3.583
C  0.788  3.377  1.064
O  0.507  2.140  0.745
H  -2.636  5.785  0.751
H  -2.656  4.254  1.652
H  -3.508  4.387  0.089
H  -1.422  3.171  -0.322
H  -1.213  6.088  -1.232
H  -0.332  4.736  -1.969
H  -2.107  4.796  -2.061
H  -0.580  6.526  1.050
H  1.423  6.979  2.473
H  3.051  5.150  2.910
H  2.731  1.674  1.669
H  4.821  3.910  1.825
H  5.120  2.183  1.537
H  4.266  3.150  0.321
H  2.317  2.268  4.086
H  3.961  1.670  3.801
H  3.668  3.409  4.018